Entry from the Open Molecules 2025 dataset: a structure of composition C34H38BaN8OSSe4 in a non-equilibrium geometry (wB97M-V/def2-TZVPD).

The geometry in ORCA input format:
```
! wB97M-V def2-TZVPD RIJCOSX def2/J DEFGRID3
* xyz -2 1
Ba 0.203 -0.570 0.444
C 2.292 2.183 -1.971
C 2.359 1.076 -3.040
C 1.605 -0.220 -2.686
N 1.978 -0.760 -1.391
C 3.139 -1.342 -1.214
C 4.009 -1.655 -2.306
C 5.301 -2.165 -2.389
C 6.205 -2.508 -1.401
C 5.921 -2.471 -0.030
C 4.768 -2.153 0.652
C 3.457 -1.699 0.238
N 2.493 -1.519 1.087
C 2.697 -1.830 2.498
C 1.567 -1.348 3.420
C 1.507 0.179 3.603
N 0.939 0.865 2.451
C 0.923 2.167 2.415
C 1.463 2.975 3.482
C 1.448 4.335 3.742
C 0.868 5.398 3.052
C 0.210 5.270 1.835
C 0.017 4.172 1.015
C 0.365 2.778 1.130
N 0.208 1.929 0.151
C -0.177 2.370 -1.177
C 0.994 3.015 -1.943
H 3.134 2.860 -2.120
H 2.435 1.724 -0.987
H 3.409 0.827 -3.211
H 1.956 1.455 -3.990
H 1.728 -0.944 -3.497
H 0.528 0.005 -2.656
H 3.563 -1.470 -3.274
H 5.656 -2.295 -3.408
H 7.187 -2.850 -1.707
H 6.740 -2.772 0.617
H 4.862 -2.278 1.719
H 3.627 -1.371 2.871
H 2.790 -2.914 2.618
H 1.748 -1.801 4.390
H 0.595 -1.739 3.089
H 2.530 0.534 3.801
H 0.920 0.409 4.503
H 1.980 2.401 4.236
H 1.959 4.609 4.660
H 0.941 6.387 3.488
H -0.199 6.193 1.435
H -0.508 4.408 0.100
H -1.031 3.054 -1.161
H -0.521 1.486 -1.742
H 1.211 3.980 -1.483
H 0.659 3.210 -2.970
Se 0.518 -5.026 3.341
Se -0.720 -3.977 1.682
Se -0.549 -5.489 -0.198
Se -2.240 -4.856 -1.708
C -4.705 1.688 -2.160
N -3.734 0.626 -2.419
C -3.655 -0.013 -3.608
C -2.804 -1.025 -3.823
C -1.954 -1.403 -2.718
N -1.968 -0.741 -1.580
C -2.877 0.262 -1.358
O -2.985 0.867 -0.299
N -1.114 -2.439 -2.836
H -5.165 1.975 -3.104
H -4.210 2.542 -1.711
H -5.469 1.348 -1.464
H -4.332 0.340 -4.375
H -2.760 -1.538 -4.773
H -1.377 -3.181 -3.472
H -0.766 -2.838 -1.969
S -4.133 0.602 3.193
C -2.489 0.107 2.924
N -2.313 -0.878 2.116
C -3.561 -1.339 1.629
C -3.750 -2.382 0.718
C -5.037 -2.705 0.330
C -6.145 -1.998 0.830
C -5.976 -0.955 1.724
C -4.670 -0.638 2.117
H -1.667 0.633 3.416
H -2.913 -2.944 0.311
H -5.163 -3.531 -0.367
H -7.148 -2.277 0.519
H -6.828 -0.396 2.103
*
```

Results
- M: 1060.0 g mol⁻¹
- Frontier orbital gap: 0.1511 Ha
- HOMO level: -0.537 eV
- Total energy: -322761.319 eV

How positive or negative is each atom? The Löwdin charges in e answer that: atom 1 (Ba): 1.77, atom 2 (C): -0.19, atom 3 (C): -0.18, atom 4 (C): -0.27, atom 5 (N): -0.18, atom 6 (C): -0.24, atom 7 (C): -0.05, atom 8 (C): -0.13, atom 9 (C): -0.16, atom 10 (C): -0.13, atom 11 (C): -0.03, atom 12 (C): -0.23, atom 13 (N): -0.14, atom 14 (C): -0.26, atom 15 (C): -0.23, atom 16 (C): -0.26, atom 17 (N): -0.14, atom 18 (C): -0.25, atom 19 (C): -0.04, atom 20 (C): -0.13, atom 21 (C): -0.16, atom 22 (C): -0.13, atom 23 (C): -0.04, atom 24 (C): -0.23, atom 25 (N): -0.18, atom 26 (C): -0.27, atom 27 (C): -0.18, atom 28 (H): 0.10, atom 29 (H): 0.10, atom 30 (H): 0.09, atom 31 (H): 0.10, atom 32 (H): 0.10, atom 33 (H): 0.07, atom 34 (H): 0.07, atom 35 (H): 0.09, atom 36 (H): 0.07, atom 37 (H): 0.09, atom 38 (H): 0.07, atom 39 (H): 0.11, atom 40 (H): 0.09, atom 41 (H): 0.10, atom 42 (H): 0.03, atom 43 (H): 0.11, atom 44 (H): 0.11, atom 45 (H): 0.07, atom 46 (H): 0.09, atom 47 (H): 0.07, atom 48 (H): 0.09, atom 49 (H): 0.08, atom 50 (H): 0.10, atom 51 (H): 0.07, atom 52 (H): 0.09, atom 53 (H): 0.10, atom 54 (Se): -0.30, atom 55 (Se): -0.31, atom 56 (Se): -0.20, atom 57 (Se): -0.18, atom 58 (C): -0.02, atom 59 (N): -0.04, atom 60 (C): -0.08, atom 61 (C): 0.00, atom 62 (C): -0.42, atom 63 (N): 0.10, atom 64 (C): -0.52, atom 65 (O): 0.03, atom 66 (N): 0.08, atom 67 (H): 0.08, atom 68 (H): 0.09, atom 69 (H): 0.09, atom 70 (H): 0.12, atom 71 (H): 0.10, atom 72 (H): 0.02, atom 73 (H): 0.01, atom 74 (S): 1.02, atom 75 (C): -0.46, atom 76 (N): -0.02, atom 77 (C): -0.31, atom 78 (C): -0.05, atom 79 (C): -0.07, atom 80 (C): -0.11, atom 81 (C): -0.11, atom 82 (C): -0.50, atom 83 (H): 0.08, atom 84 (H): 0.00, atom 85 (H): 0.09, atom 86 (H): 0.09, atom 87 (H): 0.09

---

Entry from the Open Molecules 2025 dataset: a cluster of 8 separate species, C34H38F2N4O2 in total in a non-equilibrium geometry (wB97M-V/def2-TZVPD).

The geometry in ORCA input format:
```
! wB97M-V def2-TZVPD RIJCOSX def2/J DEFGRID3
* xyz 1 2
N 2.864 -1.737 -1.274
C 4.206 -1.847 -1.002
C 5.138 -2.391 -1.890
C 4.672 -2.857 -3.124
C 3.318 -2.842 -3.393
C 2.458 -2.253 -2.464
H 4.519 -1.487 -0.033
H 6.208 -2.510 -1.802
H 5.316 -3.207 -3.918
H 3.123 -3.150 -4.410
H 1.410 -2.060 -2.643
N -2.079 -0.301 -2.939
C -1.561 0.725 -3.656
C -1.894 0.922 -4.973
C -2.880 0.118 -5.609
C -3.459 -0.901 -4.913
C -3.011 -1.084 -3.587
H -0.871 1.384 -3.150
H -1.465 1.784 -5.463
H -3.117 0.318 -6.643
H -4.105 -1.650 -5.345
H -3.391 -1.908 -3.002
N -5.058 1.251 -0.331
C -5.798 1.481 0.796
C -5.803 0.649 1.935
C -4.998 -0.448 1.835
C -4.319 -0.783 0.701
C -4.289 0.137 -0.346
H -6.338 2.409 0.911
H -6.561 0.815 2.686
H -4.987 -1.207 2.603
H -3.679 -1.654 0.707
H -3.692 -0.047 -1.226
N -0.607 2.766 2.625
C -1.533 3.073 1.647
C -2.906 3.062 1.868
C -3.434 2.789 3.082
C -2.465 2.511 4.112
C -1.082 2.494 3.836
H -1.279 3.245 0.611
H -3.675 3.463 1.225
H -4.481 2.919 3.312
H -2.865 2.378 5.106
H -0.400 2.557 4.672
C -0.171 -0.450 0.361
O 1.158 -0.815 0.674
H -0.551 0.217 1.134
H -0.267 0.040 -0.608
H -0.784 -1.349 0.289
H 1.404 -1.538 0.093
C 2.522 1.717 2.762
O 3.115 0.536 2.263
H 3.130 2.618 2.678
H 1.791 2.070 2.034
H 2.059 1.675 3.747
H 2.363 0.157 1.802
F -0.085 -5.269 5.147
C 0.748 -4.273 4.952
C 1.710 -4.029 5.915
C 2.653 -3.029 5.576
C 2.557 -2.269 4.368
C 1.560 -2.504 3.414
C 0.694 -3.541 3.704
H 1.735 -4.635 6.809
H 3.345 -2.645 6.311
H 3.193 -1.453 4.060
H 1.459 -2.005 2.462
H -0.115 -3.744 3.017
F 3.085 3.643 -5.598
C 2.806 2.932 -4.481
C 2.340 1.599 -4.549
C 2.049 0.933 -3.379
C 2.206 1.665 -2.154
C 2.572 2.981 -2.104
C 2.909 3.590 -3.260
H 2.303 1.074 -5.492
H 1.639 -0.064 -3.328
H 1.865 1.137 -1.276
H 2.666 3.465 -1.143
H 3.188 4.631 -3.334
*
```

Results
- M: 572.7 g mol⁻¹
- Frontier orbital gap (spin up / spin down): 0.2378 / 0.0922 Ha
- HOMO level (spin up / spin down): -10.587 / -10.587 eV
- Total energy: -51352.580 eV

How positive or negative is each atom? The Löwdin charges in e answer that: atom 1 (N): 0.05, atom 2 (C): -0.10, atom 3 (C): -0.05, atom 4 (C): -0.07, atom 5 (C): -0.06, atom 6 (C): -0.15, atom 7 (H): 0.10, atom 8 (H): 0.10, atom 9 (H): 0.11, atom 10 (H): 0.11, atom 11 (H): 0.10, atom 12 (N): 0.04, atom 13 (C): -0.16, atom 14 (C): -0.06, atom 15 (C): -0.07, atom 16 (C): -0.07, atom 17 (C): -0.13, atom 18 (H): 0.09, atom 19 (H): 0.10, atom 20 (H): 0.11, atom 21 (H): 0.11, atom 22 (H): 0.09, atom 23 (N): 0.07, atom 24 (C): -0.15, atom 25 (C): -0.08, atom 26 (C): -0.12, atom 27 (C): -0.08, atom 28 (C): -0.13, atom 29 (H): 0.10, atom 30 (H): 0.11, atom 31 (H): 0.10, atom 32 (H): 0.09, atom 33 (H): 0.06, atom 34 (N): 0.05, atom 35 (C): -0.11, atom 36 (C): -0.11, atom 37 (C): -0.08, atom 38 (C): -0.04, atom 39 (C): -0.17, atom 40 (H): 0.10, atom 41 (H): 0.10, atom 42 (H): 0.10, atom 43 (H): 0.09, atom 44 (H): 0.10, atom 45 (C): -0.12, atom 46 (O): -0.19, atom 47 (H): 0.07, atom 48 (H): 0.06, atom 49 (H): 0.08, atom 50 (H): 0.04, atom 51 (C): -0.17, atom 52 (O): -0.13, atom 53 (H): 0.08, atom 54 (H): 0.05, atom 55 (H): 0.07, atom 56 (H): 0.01, atom 57 (F): 0.18, atom 58 (C): -0.18, atom 59 (C): 0.06, atom 60 (C): 0.06, atom 61 (C): 0.07, atom 62 (C): 0.01, atom 63 (C): 0.10, atom 64 (H): 0.14, atom 65 (H): 0.13, atom 66 (H): 0.13, atom 67 (H): 0.10, atom 68 (H): 0.14, atom 69 (F): 0.05, atom 70 (C): -0.25, atom 71 (C): -0.01, atom 72 (C): -0.08, atom 73 (C): -0.08, atom 74 (C): -0.10, atom 75 (C): -0.03, atom 76 (H): 0.11, atom 77 (H): 0.07, atom 78 (H): 0.08, atom 79 (H): 0.11, atom 80 (H): 0.12

---

Entry from the Open Molecules 2025 dataset: a structure of composition C34H38IN4PSTl (wB97M-V/def2-TZVPD).

The geometry in ORCA input format:
```
! wB97M-V def2-TZVPD RIJCOSX def2/J DEFGRID3
* xyz 1 1
Tl -1.001 0.195 -1.890
I 0.234 1.899 0.810
C -1.622 2.643 1.450
C -1.795 3.981 1.231
C -2.866 4.674 1.827
C -3.674 4.016 2.699
C -3.513 2.629 2.943
C -4.337 1.999 3.905
C -4.218 0.668 4.160
C -3.344 -0.101 3.372
C -2.540 0.448 2.403
P -1.801 -0.740 1.187
C -0.594 -1.667 2.189
C -0.193 -2.941 1.780
C 0.841 -3.600 2.425
C 1.511 -2.985 3.476
C 1.125 -1.716 3.887
C 0.073 -1.065 3.252
C -3.196 -1.903 0.962
C -3.413 -3.064 1.702
C -4.517 -3.864 1.448
C -5.423 -3.510 0.458
C -5.219 -2.355 -0.284
C -4.106 -1.565 -0.039
C -2.529 1.873 2.241
H -1.075 4.527 0.637
H -2.996 5.730 1.631
H -4.458 4.540 3.231
H -5.057 2.606 4.441
H -4.829 0.189 4.913
H -3.352 -1.176 3.502
H -0.686 -3.421 0.942
H 1.130 -4.592 2.102
H 2.315 -3.501 3.984
H 1.625 -1.240 4.721
H -0.231 -0.083 3.595
H -2.723 -3.347 2.487
H -4.673 -4.763 2.030
H -6.285 -4.135 0.263
H -5.921 -2.073 -1.057
H -3.948 -0.666 -0.627
C 4.515 0.942 1.480
N 3.530 -0.054 1.092
C 2.951 -0.136 -0.097
N 3.193 0.692 -1.087
S 1.713 -1.346 -0.345
H 4.442 1.108 2.552
H 4.305 1.892 0.989
H 5.528 0.625 1.232
H 3.288 -0.775 1.758
H 3.774 1.515 -1.033
H 2.585 0.547 -1.895
C 3.054 -1.912 -3.134
C 1.539 -1.919 -2.926
C 0.870 -1.422 -4.204
C 1.064 -3.343 -2.632
N 1.119 -0.980 -1.845
H 3.335 -2.624 -3.912
H 3.580 -2.198 -2.221
H 3.401 -0.922 -3.441
H 1.176 -2.028 -5.057
H 1.154 -0.386 -4.400
H -0.220 -1.483 -4.137
H 1.286 -4.011 -3.466
H -0.014 -3.354 -2.458
H 1.559 -3.745 -1.744
N 0.421 2.223 -3.815
C 1.657 2.739 -3.383
C 1.716 3.608 -2.296
C 2.941 4.049 -1.821
C 4.126 3.627 -2.416
C 4.067 2.764 -3.503
C 2.844 2.321 -3.985
H 0.482 1.784 -4.724
H -0.331 2.899 -3.818
H 0.798 3.935 -1.823
H 2.970 4.734 -0.983
H 5.080 3.989 -2.055
H 4.978 2.442 -3.992
H 2.807 1.658 -4.842
*
```

Results
- Relative energy (zero: lowest compared OMol25 entry of this formula, charge and spin): 0.0 kJ/mol
- M: 897.0 g mol⁻¹
- Frontier orbital gap: 0.2955 Ha
- HOMO level: -10.215 eV
- Total energy: -74749.368 eV

How positive or negative is each atom? The Löwdin charges in e answer that: atom 1 (Tl): 0.61, atom 2 (I): 1.02, atom 3 (C): -0.59, atom 4 (C): -0.16, atom 5 (C): -0.06, atom 6 (C): -0.02, atom 7 (C): -0.15, atom 8 (C): -0.02, atom 9 (C): -0.05, atom 10 (C): -0.07, atom 11 (C): -0.31, atom 12 (P): 0.95, atom 13 (C): -0.41, atom 14 (C): -0.16, atom 15 (C): -0.09, atom 16 (C): -0.09, atom 17 (C): -0.09, atom 18 (C): -0.11, atom 19 (C): -0.38, atom 20 (C): -0.10, atom 21 (C): -0.07, atom 22 (C): -0.07, atom 23 (C): -0.07, atom 24 (C): -0.11, atom 25 (C): -0.20, atom 26 (H): 0.08, atom 27 (H): 0.11, atom 28 (H): 0.12, atom 29 (H): 0.12, atom 30 (H): 0.11, atom 31 (H): 0.10, atom 32 (H): 0.11, atom 33 (H): 0.11, atom 34 (H): 0.11, atom 35 (H): 0.11, atom 36 (H): 0.09, atom 37 (H): 0.10, atom 38 (H): 0.11, atom 39 (H): 0.11, atom 40 (H): 0.11, atom 41 (H): 0.08, atom 42 (C): -0.04, atom 43 (N): -0.02, atom 44 (C): -0.67, atom 45 (N): 0.18, atom 46 (S): 0.91, atom 47 (H): 0.10, atom 48 (H): 0.08, atom 49 (H): 0.10, atom 50 (H): 0.13, atom 51 (H): 0.09, atom 52 (H): 0.07, atom 53 (C): -0.06, atom 54 (C): -0.74, atom 55 (C): -0.08, atom 56 (C): -0.06, atom 57 (N): -0.55, atom 58 (H): 0.09, atom 59 (H): 0.07, atom 60 (H): 0.07, atom 61 (H): 0.10, atom 62 (H): 0.05, atom 63 (H): 0.05, atom 64 (H): 0.09, atom 65 (H): 0.08, atom 66 (H): 0.07, atom 67 (N): 0.06, atom 68 (C): -0.33, atom 69 (C): -0.07, atom 70 (C): -0.09, atom 71 (C): -0.12, atom 72 (C): -0.09, atom 73 (C): -0.05, atom 74 (H): 0.09, atom 75 (H): 0.09, atom 76 (H): 0.09, atom 77 (H): 0.11, atom 78 (H): 0.11, atom 79 (H): 0.11, atom 80 (H): 0.11